No. 1
ORCA calculation (wB97M-V/def2-TZVPD) on C19H25N3O4S in the gas phase.

As for the charge: 0. The calculation puts the LUMO energy at 0.54 eV. For the energy above the lowest of the compared OMol25 structures with the same formula, charge and spin, the calculation gives 62.6 kcal per mole. The value obtained for the electronic energy is -43604.2224 eV.

Structure (XYZ):
```
52
Properties=species:S:1:pos:R:3:mulliken_charge:R:1
N 1.65022 -0.53899 0.65980 0.24
H -3.89463 1.09091 2.51324 0.26
H -4.45429 2.53958 1.65135 0.38
C 3.39536 0.92434 -0.09758 0.45
H 1.11541 0.33173 0.67893 0.13
H 5.93183 -1.98006 -0.15234 0.39
C -0.41192 -1.51469 1.46897 -0.70
C 1.04703 -1.68662 1.04254 0.06
H 0.66142 1.28663 -1.65530 0.03
H -1.63276 -2.00995 -1.65951 0.51
H 6.64314 0.30318 -0.78306 0.39
C -3.60194 2.07217 2.13740 -1.40
H -4.65382 -1.09265 0.05630 0.54
H 3.53124 3.56472 0.41552 0.40
N -1.35362 -1.56006 0.35100 0.66
H -3.27248 2.67984 2.97562 0.39
C -3.56629 1.39186 -1.09920 -1.33
H -0.64451 -2.32473 2.17118 0.46
H -0.74746 -4.29251 -1.57156 0.45
C 5.62267 0.10836 -0.48986 -0.66
H 3.60473 -2.39829 0.52306 0.55
H -1.92899 -4.12673 -0.26644 0.26
H -0.77732 0.39948 -2.21610 0.29
H -3.76447 -2.36445 -0.81106 0.37
C -1.05463 1.55480 -0.45809 0.84
C 2.98767 -0.37477 0.27098 0.37
C 4.70945 1.15222 -0.47069 -0.60
C -2.48599 1.89398 1.18214 0.68
C -0.96064 -3.79068 -0.63168 -1.42
H -0.55557 -0.56684 1.99339 0.51
H 5.03315 2.14222 -0.75084 0.41
H 0.04694 -1.95144 -1.12157 0.35
H 3.12467 3.38030 -1.31481 0.40
H -0.19653 -4.06689 0.08986 0.29
C -2.44590 1.63503 -0.16554 0.72
O -1.23245 1.95866 1.65065 -0.35
H -3.53328 2.06597 -1.95632 0.45
H -0.67499 2.13948 -2.45201 0.44
O -2.94755 -0.88514 1.78467 -0.70
O 2.41943 1.88074 -0.06391 -0.18
C -0.95892 -2.27817 -0.84530 -0.73
C 3.91417 -1.40656 0.24155 -0.31
C -3.70125 -1.35440 -0.40742 -1.12
C -2.62880 -1.25445 0.66541 0.66
C -0.41631 1.32590 -1.77503 -1.37
C 2.76912 3.22178 -0.29084 -1.10
N -0.35689 1.73601 0.63254 -0.36
S -3.47338 -0.27639 -1.85824 -0.16
H 1.85085 3.78532 -0.13488 0.25
O 1.57398 -2.78153 1.07881 -0.68
C 5.22496 -1.16509 -0.13774 -0.82
H -4.52988 1.47686 -0.59801 0.40
```

No. 2
ORCA calculation (wB97M-V/def2-TZVPD) on 18 unconnected molecules or ions with the total composition CH38N2O18.

As for the charge: 0. The calculation puts the LUMO energy at -0.22 eV. For the energy above the lowest of the compared OMol25 structures with the same formula, charge and spin, the calculation gives 157.8 kcal per mole. The value obtained for the electronic energy is -41488.8184 eV.

Structure (XYZ):
```
59
Properties=species:S:1:pos:R:3:mulliken_charge:R:1
O -3.49353 -2.40632 -1.58148 -0.64
H -0.08608 -4.15006 3.19220 0.32
O 1.39372 -0.46542 -2.97064 -0.58
H -0.16111 -0.50454 -4.35578 0.29
H -2.43420 -0.08456 3.21456 0.29
H -0.32913 0.12092 1.46615 0.17
H -4.23485 -2.84996 -2.06754 0.28
H 1.78348 5.43792 2.17428 0.27
H -0.43912 -2.27124 -1.74274 0.29
O -1.57846 2.58379 -5.27572 -0.63
O 4.44042 0.17264 -2.64810 -0.59
O -0.38509 -0.60671 -5.28878 -0.61
O -0.28129 1.04592 1.16981 -0.42
H -0.98181 2.92984 -4.50656 0.32
H 1.03701 4.42861 2.70326 0.26
O 1.24807 4.73911 1.90022 -0.53
H -0.91459 -4.15599 1.93176 0.29
H 2.45702 3.01607 4.35228 0.27
N 1.12482 2.35810 -0.45042 -0.51
O -2.98765 -2.41104 3.68459 -0.55
H 0.52067 -0.88861 -5.62749 0.32
H 1.57039 -1.15200 0.72334 0.28
H -3.64878 -2.50117 4.26754 0.24
H -2.06590 -0.21008 -0.84996 0.24
O 1.59314 -1.69359 1.52739 -0.58
H 2.97267 2.53724 1.30213 0.27
O 2.61465 -0.50479 3.75698 -0.55
H -2.97693 -2.11765 -2.31085 0.29
H 1.48146 -0.14752 -2.04363 0.28
H -1.33767 -0.43223 3.98349 0.32
H 2.17042 -1.21386 3.31903 0.31
C 1.99327 1.32708 -0.06902 0.71
O 1.79232 0.14922 -0.43598 -0.77
O -4.21539 1.85657 -2.79729 -0.66
H -0.68874 -2.36886 -3.20999 0.33
H 5.12936 0.65906 -3.12268 0.30
H -2.51805 -3.25234 3.65211 0.33
H 3.68105 1.06337 1.20690 0.26
H -3.84356 2.31554 -3.60628 0.33
H -1.22506 0.99551 -0.27827 0.47
H 2.77455 -0.72707 4.69584 0.28
H -1.75342 1.71545 -5.44019 0.30
H 1.91691 1.78154 3.34498 0.31
O -1.54870 -2.75124 0.12541 -0.56
H -2.16308 -2.79136 -0.54397 0.36
H -3.50775 1.69030 -2.24380 0.30
H 0.88505 2.99341 0.39608 0.22
H -0.59388 1.49571 2.00285 0.21
H -2.00161 -2.52564 0.91674 0.26
H 0.35726 2.12173 -0.97954 0.16
O -1.68555 0.39618 3.52645 -0.63
O -1.85764 0.65787 -0.91875 -0.51
O -0.70589 -4.69269 2.67360 -0.64
O -0.93020 -2.75073 -2.47907 -0.63
H 2.35122 -0.52099 -3.12801 0.25
N 3.05812 1.64181 0.74878 -0.33
H 4.32277 0.70651 -1.89931 0.28
O 1.84425 2.74600 3.63130 -0.61
H 1.06064 -2.53475 1.28180 0.31
```

No. 3
ORCA calculation (wB97M-V/def2-TZVPD) on 4 unconnected molecules or ions with the total composition C28H45N2O13PS4.

As for the charge: 0. The calculation puts the LUMO energy at -1.17 eV. The value obtained for the electronic energy is -111973.2692 eV.

Structure (XYZ):
```
93
Properties=species:S:1:pos:R:3:mulliken_charge:R:1
O -0.33567 5.48502 1.70145 -0.52
H 5.57109 -4.85408 -2.87592 0.30
H -1.47175 -5.57738 2.41961 0.31
H 0.26176 -3.84608 2.62574 0.23
H 3.74344 -4.31980 -5.26796 0.29
H -4.30978 2.38399 -1.38963 0.24
H 1.47239 -0.00520 -1.76806 0.25
H -1.48005 -4.96996 -0.58748 0.34
C -3.03022 5.47944 -1.82093 0.16
C -1.34647 -4.88681 1.57708 -0.60
H -3.03800 4.06528 0.57607 -0.16
H 1.02411 0.23142 -3.66790 0.25
P 0.09623 6.05341 0.07946 0.19
H -1.97047 -0.69162 4.86674 0.38
H -0.00951 -1.93688 5.68767 0.37
H 1.08794 0.00122 7.05485 0.34
O 3.26429 -3.96156 -0.98606 -0.72
C -1.08006 2.02405 -3.12949 -0.85
H 1.87186 -4.82664 -3.93546 0.35
O 0.06803 1.59052 3.19491 -0.63
O -4.73401 -0.25025 -0.61788 -0.50
C 2.82360 -4.90632 -3.40408 -0.59
C -3.10871 1.44564 1.26895 -0.02
C 0.17924 0.10054 6.45294 -0.70
C -2.09801 3.27209 -2.83222 -0.01
C 0.78273 3.31356 -1.37329 0.51
H 1.08891 -0.89550 4.76557 0.31
C 0.04228 -4.25213 1.63334 -0.34
C -1.70806 4.51443 -1.83854 0.05
H 5.20552 -2.51966 -2.23778 0.47
H -2.92523 1.09680 2.38912 -0.16
O -3.16495 6.81116 -1.60276 -0.53
C -0.25882 4.57962 -1.08195 0.13
C 4.23019 0.69447 -1.94744 -0.53
H -4.68293 -1.09417 -1.18614 0.36
H 3.57306 0.09272 -1.19385 0.20
O -2.11983 -0.12949 -0.81990 -0.50
H -2.13915 -4.13517 1.63484 0.28
H 4.72967 1.73937 -1.79867 0.37
C 1.36582 0.74430 -2.65906 -0.35
O -2.12725 1.89862 4.43108 -0.72
C 3.01157 1.33779 -3.00430 -0.04
S -0.81984 1.28762 4.29767 1.27
N 2.11730 3.35962 -0.62494 -0.50
N -4.12689 4.50741 -2.18155 -0.04
S 0.18916 -6.45859 0.16281 1.08
O 0.09360 -7.74334 0.82343 -0.70
H 2.82854 -5.80507 -2.78127 0.32
C -4.59238 3.51290 -1.15046 -0.55
C 0.14063 -0.91917 5.31570 -0.65
H 2.53915 6.22315 -0.83578 0.31
H -2.12632 2.00504 0.94344 0.34
S 3.02662 -3.49009 -2.33416 1.18
H -2.19625 -6.39500 0.22941 0.42
C 4.00897 -4.88725 -4.36772 -0.67
C 0.40949 2.04252 -2.36912 0.53
H 1.99041 7.70578 0.26720 0.34
C 1.94673 6.52560 0.13697 -0.90
H 4.35755 -2.18566 -3.78063 0.26
H -0.98201 6.20925 2.01707 0.32
O -4.34875 3.19676 -4.37427 -0.57
H -4.77019 4.74237 0.88361 0.36
O 4.02227 0.26228 -3.52038 -0.36
H 0.09256 -3.42091 0.91956 0.21
C 5.16902 -4.19455 -3.65426 -0.67
H -0.67616 -0.06390 7.11941 0.30
H -4.66126 2.69385 2.38188 0.34
H 1.90919 -4.90131 0.71087 0.10
H 1.07129 1.89061 5.58544 0.36
C 4.57676 -2.94355 -3.02261 -0.62
H 2.43476 6.08302 1.11925 0.26
H 4.27600 -5.90006 -4.68523 0.34
H -5.78587 3.53375 -1.18162 0.15
O 0.70021 -6.31611 -1.18588 -0.58
C -3.62814 3.59793 -3.32473 0.28
H 3.13209 2.53129 -3.37183 0.29
C -4.45536 2.41738 1.24487 -0.82
H -1.43120 1.15473 -3.83853 0.23
H 5.98216 -3.95011 -4.34395 0.35
H -0.95023 -0.92546 3.41228 0.37
C 1.05425 -5.32761 1.24178 -0.34
H 1.94526 3.73486 0.34155 0.27
S -3.27487 -0.11792 0.25091 0.97
C -0.99951 -0.48187 4.40817 -0.58
H -0.45368 2.18780 6.47474 0.34
O -3.09999 -1.43385 1.10435 -0.56
H -5.38309 1.90264 0.72147 0.38
C 0.08255 1.49045 5.82614 -0.71
H 1.39961 -5.88887 2.11435 0.37
C -1.39703 -5.65266 0.26344 -0.70
C -4.17084 3.83182 0.39686 0.08
H 2.47245 2.38405 -0.47454 0.21
O 2.00651 -2.50831 -2.64387 -0.63
```

No. 4
ORCA calculation (wB97M-V/def2-TZVPD) on 2 unconnected molecules or ions with the total composition C5H7NO.

As for the charge: 0. The calculation puts the LUMO energy at 0.40 eV. For the energy above the lowest of the compared OMol25 structures with the same formula, charge and spin, the calculation gives 111.2 kcal per mole. The value obtained for the electronic energy is -8831.3828 eV.

Structure (XYZ):
```
14
Properties=species:S:1:pos:R:3:mulliken_charge:R:1
C -1.01382 0.05623 -0.32320 -0.06
H 0.29482 1.44634 -1.67519 0.36
H -1.48084 1.98405 0.38111 0.23
H 0.46423 -1.05336 0.60359 0.28
H -2.44617 -1.03352 0.53089 0.32
O 3.01455 0.53791 -0.48096 -0.42
C -1.89680 -0.88309 -0.34420 -0.82
H 2.14882 -1.79298 0.86665 0.28
C -0.72093 1.22589 0.48880 -0.39
C 0.05363 0.93522 -0.80514 -0.54
C 2.01802 -0.00011 -0.18470 0.43
H -1.70417 -1.63491 -1.03906 0.34
N 1.49078 -0.94674 0.61863 -0.30
H -0.22212 1.15907 1.36276 0.28
```

No. 5
ORCA calculation (wB97M-V/def2-TZVPD) on a molecular structure, C40H36BrCl5F3LuN7O3P2S.

As for the charge: +1. The calculation puts the LUMO energy at -2.75 eV. For the energy above the lowest of the compared OMol25 structures with the same formula, charge and spin, the calculation gives 0.0 kcal per mole. The value obtained for the electronic energy is -262475.7835 eV.

Structure (XYZ):
```
99
Properties=species:S:1:pos:R:3:mulliken_charge:R:1
H -5.39498 -3.96786 0.87237 0.37
C -2.47029 3.93521 -1.58377 -0.52
C -4.23228 2.07114 -2.52370 -0.21
H -1.47608 5.04907 1.77059 0.43
H -5.83177 -5.56841 0.18544 0.28
C 2.21516 -2.95535 4.01757 -0.01
H -2.97576 -6.69045 -1.09430 0.39
C -5.06468 -5.01558 0.75855 -1.00
C 1.87336 -3.92775 1.84918 -0.26
C 3.03535 3.15797 -4.35129 -0.54
H -2.90515 5.03820 -3.33031 0.39
C 1.77504 3.67502 -3.96345 -0.55
C -2.72073 -4.37631 0.34170 0.21
P -1.55799 2.28774 0.45772 0.09
C -4.09976 3.23401 -3.23225 -0.82
H 4.85309 2.15974 -3.70198 0.34
Cl 3.21415 -6.23301 -3.58369 -0.17
C 2.30110 -4.33964 -1.90198 1.28
C -3.78004 -5.94528 -1.18340 -0.95
N -1.42278 -1.74349 0.75653 0.17
H 1.10291 4.14449 -4.68422 0.41
H -1.79381 4.65791 -1.13405 0.37
F 1.71775 0.18999 -3.95608 -0.05
H -3.24214 3.97343 5.56245 0.40
H -1.52597 -5.25853 -0.93222 0.06
H -1.25511 -0.75857 0.99241 -0.54
O -0.82400 -1.88449 -2.30936 -0.89
C 2.16158 2.85313 -1.70500 0.16
S -0.14471 -0.58309 -2.28379 1.07
H 4.79481 3.01136 3.59633 0.37
Br 3.00330 -3.18957 5.77344 -0.14
H 2.42903 -5.09149 3.58053 0.44
H -4.65526 3.41725 -4.14003 0.39
C 2.37005 -3.17678 -1.19017 -1.17
H -3.41945 1.22403 2.33527 0.70
C -3.07709 2.19462 2.70885 -0.72
Cl 3.74872 -1.14257 0.04418 -0.03
C -3.17099 4.12437 -2.80367 -0.43
C -3.01398 3.74271 4.53712 -0.50
F 0.03369 -1.00629 -4.84034 -0.18
H -3.92196 1.80251 4.67336 0.39
C -2.61399 2.73051 -0.93650 0.75
P 1.53820 2.35961 -0.05846 0.83
C 4.23026 3.48980 2.77708 -0.62
C -3.55807 1.80088 -1.35782 -0.66
H -2.25764 5.68048 4.12299 0.35
Cl 6.28890 -2.59479 -1.01632 -0.19
C 1.81332 -1.69905 3.52644 -0.74
Cl 6.11956 -5.07164 -2.92477 -0.18
N -2.83393 -3.54146 1.48327 -0.13
H 3.37685 3.18662 -5.37761 0.40
H 1.95585 -4.73738 1.12573 0.41
N -2.93426 -1.54109 2.57977 -0.29
C -2.34679 -2.21605 1.57207 0.43
C 3.41335 -4.91819 -2.51371 -0.05
C 4.49262 4.82929 2.46822 -0.36
Cl 0.78504 -5.30623 -2.03718 -0.44
N -0.02175 3.16855 0.17885 0.00
O 0.77108 -0.50452 -1.14718 0.39
C 2.55396 3.42918 0.99461 -0.32
C 4.75107 -3.19784 -1.44786 0.39
H 1.73227 -0.80012 4.13647 0.54
H 2.23660 5.28612 -0.07930 0.30
O -1.09596 0.42028 -2.53382 -0.57
C -2.39067 4.65632 3.73738 -0.76
H 1.08984 -0.76121 1.70247 0.65
H -2.51276 -0.71831 3.04070 0.34
C -2.01097 4.36066 2.42770 -0.33
C 1.38797 3.53219 -2.62972 -0.18
C 3.85841 2.57568 -3.39352 -0.53
H -3.65527 -3.73464 2.09337 0.36
C 3.75622 5.48145 1.48107 -0.75
H -3.64437 -5.37656 -2.13780 0.32
C -2.28944 3.07305 1.91204 0.45
F 1.58928 -2.03561 -3.68939 -0.12
H 3.90843 6.56111 1.28453 0.36
H 4.17727 2.14024 -1.32095 0.41
H -3.56618 -2.10818 3.15275 0.16
C 3.46068 2.45740 -2.07633 -0.71
C 0.88105 -0.87175 -3.79788 0.27
C 3.60290 -2.60834 -0.91521 0.31
H 2.92737 1.86235 2.37882 0.43
C -3.38289 2.50954 4.03527 -0.58
C 2.20531 -4.09354 3.18084 -0.80
N -1.57488 -4.42227 -0.33204 -0.36
C 1.40672 -1.68866 2.19123 -0.32
H -4.73704 -6.47652 -1.20251 0.30
N -3.82692 -5.08187 -0.03403 0.07
H 0.10513 3.82202 0.94893 0.06
C 3.21553 2.85108 2.09970 -0.47
H -3.81763 0.91308 -0.78310 0.26
N 1.36263 -2.75897 1.39234 0.45
H -4.95443 -5.53614 1.73818 0.35
C 2.78296 4.75140 0.73179 0.10
H 0.44682 3.95271 -2.26825 0.22
Lu 0.01598 -2.92157 -0.60712 0.91
H -4.82068 1.26873 -2.93866 0.38
C 4.65806 -4.30425 -2.26340 0.08
H 5.29672 5.38701 2.94125 0.37
```